Record 1
# C22H12BrF5N3O2PtS2

C22H12BrF5N3O2PtS2 as an isolated structure (ωB97M-V with the def2-TZVPD basis set, the Open Molecules 2025 dataset).

Values from the calculation:
* calculated total energy: -140120.889 eV
* relative energy (zero: lowest compared OMol25 entry of this formula, charge and spin): 12.64 kcal per mole
* charge: -1
* LUMO: 1.8 eV
* HOMO: -4.47 eV

Each line ends with the Mulliken charge.
Geometry (Å):
Pt: 0.84034 0.02976 -1.96979  0.66
F: 6.28671 -4.73330 -1.43917  -0.32
C: 5.20068 -4.04006 -1.81479  0.76
C: 4.75584 -2.96745 -1.07166  -0.35
F: 5.42205 -2.61519 0.03712  -0.31
C: 3.63135 -2.25544 -1.45821  0.11
F: 3.29180 -1.23250 -0.67369  -0.27
C: 2.89136 -2.58311 -2.59239  0.38
S: 1.44061 -1.78962 -3.19096  -0.51
C: 3.37815 -3.67460 -3.31377  0.30
F: 2.73795 -4.07565 -4.42427  -0.35
C: 4.49995 -4.39119 -2.95128  0.08
F: 4.91428 -5.42772 -3.69584  -0.31
S: -2.30207 4.61363 1.52229  -0.18
C: -1.44336 3.51412 0.41372  0.19
C: -2.13244 2.65980 -0.43394  -0.62
C: -1.40934 1.78935 -1.22854  -0.17
N: -0.07225 1.75914 -1.21778  -0.19
C: 0.59032 2.61371 -0.44364  -0.32
C: -0.06134 3.50946 0.39615  -0.42
C: -3.33409 3.41822 2.34410  -0.02
C: -2.78299 2.36016 3.05242  -0.08
C: -3.63949 1.44116 3.63954  -0.32
N: -4.96904 1.52720 3.57906  -0.59
C: -5.48212 2.55269 2.90659  -0.33
C: -4.71342 3.51799 2.26845  -0.09
H: -3.21352 2.64418 -0.45825  0.43
H: -1.89051 1.08264 -1.88786  0.41
H: 1.66999 2.54913 -0.49987  0.42
H: 0.51009 4.16795 1.03508  0.43
H: -1.71030 2.24287 3.13195  0.39
H: -3.23675 0.59452 4.18398  0.38
H: -6.56470 2.60382 2.85930  0.35
H: -5.18052 4.32920 1.72636  0.40
Br: -1.61972 -3.27945 3.34083  -0.26
C: -0.87414 -2.38331 1.82990  -0.03
C: -0.79199 -3.03141 0.61078  -0.51
C: -0.27385 -2.35670 -0.48892  -0.21
C: 0.16998 -1.02353 -0.42177  -0.35
C: 0.08612 -0.42933 0.85019  -0.03
C: -0.42491 -1.08629 1.96523  -0.54
H: -1.13113 -4.05524 0.51732  0.40
H: -0.21276 -2.87879 -1.43403  0.42
H: 0.45189 0.57796 1.00103  0.33
H: -0.46952 -0.59123 2.92795  0.48
O: 1.52410 1.28733 -3.59538  -0.43
N: 2.62058 1.88772 -3.28142  0.21
O: 3.02214 1.62738 -2.15211  -0.40

Record 2
# C22H12F9N3OPb

C22H12F9N3OPb as an isolated structure (ωB97M-V with the def2-TZVPD basis set, the Open Molecules 2025 dataset).

Values from the calculation:
* calculated total energy: -59215.678 eV
* relative energy (zero: lowest compared OMol25 entry of this formula, charge and spin): 0.00 kcal per mole
* charge: +2
* LUMO: -7.5 eV
* HOMO: -15.40 eV

Each line ends with the Mulliken charge.
Geometry (Å):
Pb: 0.57535 -1.99475 -1.34655  0.99
N: 2.51975 -0.55604 -1.23608  -0.46
C: 2.83400 -0.16732 0.13650  0.23
C: 3.86346 0.68689 0.41537  -0.57
C: 4.14436 1.06934 1.74317  -0.78
C: 3.38905 0.57774 2.76780  -0.97
C: 2.31801 -0.31013 2.50574  1.16
C: 1.50299 -0.83957 3.52966  -0.55
C: 0.46606 -1.67929 3.21983  -0.95
C: 0.23582 -1.98991 1.87895  -0.08
N: 0.98127 -1.51494 0.88931  -0.26
C: 2.03208 -0.68139 1.17424  0.17
H: 2.33807 0.28993 -1.78003  0.31
H: 3.33204 -1.00377 -1.66188  0.42
H: 4.47204 1.07944 -0.39115  0.49
H: 4.95978 1.75189 1.93730  0.49
H: 3.59767 0.85768 3.79232  0.48
H: 1.70823 -0.57273 4.55914  0.49
H: -0.17288 -2.10226 3.98100  0.46
H: -0.58339 -2.64527 1.60545  0.53
F: -3.34809 -3.82638 -2.40723  -0.23
C: -4.13905 -2.78863 -2.70210  0.47
F: -4.04936 -2.54757 -3.99652  -0.21
F: -5.38406 -3.07929 -2.37739  -0.21
C: -3.65867 -1.54212 -1.89121  0.90
O: -2.45607 -1.13398 -2.57390  -0.48
C: -3.34888 -1.92652 -0.41599  0.61
F: -3.22742 -0.85131 0.35616  -0.24
F: -4.24962 -2.73427 0.08251  -0.23
F: -2.13691 -2.56556 -0.36714  -0.21
C: -4.69367 -0.37503 -1.95548  0.63
F: -4.07109 0.76596 -1.64190  -0.22
F: -5.66441 -0.59639 -1.08427  -0.23
F: -5.19051 -0.26348 -3.17164  -0.23
N: 3.27542 4.86986 1.57320  -0.41
C: 2.52472 4.17604 1.05096  -0.17
C: 1.60490 3.30405 0.37385  0.34
C: 0.67431 2.57716 1.11316  -0.73
C: -0.12799 1.64548 0.48103  -0.31
C: -0.00713 1.44898 -0.89585  0.92
C: 0.87173 2.23438 -1.64846  -1.00
C: 1.68399 3.15575 -1.01138  -0.54
C: -0.79319 0.42084 -1.53462  0.07
C: -1.62851 -0.32672 -1.99843  -0.23
H: 0.59258 2.73817 2.17955  0.57
H: -0.84807 1.06926 1.04810  0.62
H: 0.90552 2.13182 -2.72663  0.59
H: 2.37578 3.76396 -1.57847  0.57

Record 3
# C22H14AgF8N7O

C22H14AgF8N7O as an isolated structure at a distorted geometry (ωB97M-V with the def2-TZVPD basis set, the Open Molecules 2025 dataset).

Values from the calculation:
* calculated total energy: -61256.197 eV
* relative energy (zero: lowest compared OMol25 entry of this formula, charge and spin): 12.78 kcal per mole
* charge: -2
* LUMO: 4.1 eV
* HOMO: -2.43 eV

Each line ends with the Mulliken charge.
Geometry (Å):
Ag: 0.80101 -0.24766 -1.95209  0.07
C: -0.14880 1.15134 1.21379  -1.56
C: 0.46078 2.44751 1.74583  1.48
C: -0.58338 3.34565 2.44665  -1.64
C: 1.71542 2.22999 2.55625  -1.13
N: 1.51525 1.33326 3.67023  0.79
C: 1.41096 0.00263 3.67627  -0.14
N: 1.17273 -0.41238 4.91465  -0.42
N: 1.21505 0.76861 5.65298  -0.50
N: 1.38712 1.78286 4.92621  -0.37
H: -0.91461 1.39695 0.45468  0.50
H: -0.70462 0.63811 2.01122  0.37
H: 0.55789 0.57106 0.67280  0.13
H: 0.88412 2.99028 0.88755  -0.23
H: -0.89094 2.80594 3.38846  0.32
H: -1.45246 3.41848 1.81159  0.39
H: -0.26769 4.34290 2.59141  0.44
H: 2.13541 3.19073 2.90141  0.39
H: 2.55415 1.84355 1.92679  0.37
H: 1.56264 -0.62727 2.85397  0.68
F: 7.50022 -1.96674 -3.41084  -0.33
C: 6.34860 -1.91640 -2.77434  0.29
C: 6.17037 -2.13470 -1.43517  0.47
F: 7.34469 -2.31387 -0.74247  -0.34
C: 4.96905 -2.12174 -0.76147  -0.21
F: 4.80113 -2.47682 0.59581  -0.33
C: 3.71992 -1.65424 -1.48684  0.79
O: 2.65841 -1.52992 -0.91405  -0.79
C: 3.93520 -1.44866 -2.86186  0.03
F: 2.81338 -1.35320 -3.61987  -0.32
C: 5.17102 -1.60710 -3.50076  0.12
F: 5.32309 -1.47879 -4.82183  -0.35
F: -8.57004 -1.55094 -1.04145  -0.26
C: -7.72476 -2.57596 -0.85177  0.89
F: -8.06537 -3.06887 0.39432  -0.30
F: -8.06792 -3.53190 -1.72578  -0.27
C: -6.27293 -2.17558 -1.03456  0.36
C: -5.37114 -2.00286 0.02557  -0.72
C: -4.14028 -1.41340 -0.27596  -0.13
C: -3.78874 -1.04831 -1.50552  0.80
C: -4.68674 -1.31512 -2.61554  -0.51
C: -5.90104 -1.83406 -2.35357  -0.73
C: -2.49462 -0.60167 -1.86138  -0.60
C: -1.31661 -0.46244 -2.19507  -0.16
H: -5.59231 -2.17023 1.06489  0.41
H: -3.44656 -1.25947 0.58728  0.37
H: -4.44473 -1.09289 -3.65527  0.41
H: -6.65212 -2.08630 -3.14701  0.25
N: 2.12097 1.59822 -1.73446  -0.51
C: 2.42235 2.62835 -1.24227  0.56
N: 2.80427 3.83553 -0.97830  -0.78
C: 2.98886 4.33671 0.23540  0.67
N: 3.03434 4.82085 1.29353  -0.67

Record 4
# C22H14F10N5O4Zn

C22H14F10N5O4Zn as an isolated structure (ωB97M-V with the def2-TZVPD basis set, the Open Molecules 2025 dataset).

Values from the calculation:
* calculated total energy: -114276.480 eV
* charge: -1
* LUMO: 2.1 eV
* HOMO: -4.41 eV

Each line ends with the Mulliken charge.
Geometry (Å):
Zn: 0.42132 0.69604 -0.06134  -1.10
C: -0.79483 3.43968 -0.85494  -1.47
N: -1.11808 2.26004 -0.04858  1.17
C: -2.34502 1.63454 -0.54928  -1.51
C: -2.54915 0.18642 -0.10405  -0.97
N: -1.32029 -0.56643 -0.26649  0.77
C: -1.34455 -1.88823 -0.04633  -0.43
C: -0.19502 -2.67283 -0.35050  0.35
F: 0.87521 -2.02958 -0.85689  -0.37
C: -0.12007 -4.03700 -0.21924  -0.04
F: 0.99328 -4.69094 -0.56745  -0.32
C: -1.20950 -4.75468 0.24879  0.72
F: -1.16518 -6.09755 0.34132  -0.34
C: -2.35120 -4.05425 0.57916  0.04
F: -3.41672 -4.72021 1.04301  -0.32
C: -2.41701 -2.68063 0.44497  0.27
F: -3.57712 -2.09995 0.83976  -0.37
C: -1.17717 2.64252 1.37229  -1.34
C: -0.90690 1.50161 2.35761  -0.76
N: 0.27020 0.77386 1.93015  0.86
C: 0.91275 -0.04125 2.77852  0.40
C: 2.15171 -0.62161 2.38339  -0.07
F: 2.62557 -0.29760 1.16668  -0.32
C: 2.90331 -1.45516 3.17144  -0.08
F: 4.06638 -1.94717 2.72963  -0.32
C: 2.47679 -1.78470 4.44959  0.74
F: 3.21476 -2.58949 5.23736  -0.34
C: 1.27980 -1.25962 4.88734  0.02
F: 0.83652 -1.56987 6.11403  -0.32
C: 0.52663 -0.41962 4.08883  0.36
F: -0.64533 0.01228 4.61721  -0.36
H: -1.56421 4.21754 -0.75026  0.37
H: 0.16875 3.83477 -0.54131  0.39
H: -0.71231 3.16417 -1.90649  0.34
H: -3.22714 2.22410 -0.25644  0.33
H: -2.28493 1.65534 -1.64032  0.46
H: -2.92265 0.16895 0.92390  0.41
H: -3.35034 -0.22986 -0.73003  0.69
H: -0.38971 3.38182 1.52438  0.52
H: -2.14372 3.11382 1.60513  0.25
H: -0.76244 1.96471 3.33700  0.69
H: -1.78116 0.84657 2.44190  0.28
O: 3.27717 0.97195 -5.71086  -0.49
C: 2.33073 1.77899 -5.17538  0.47
O: 2.19379 2.89701 -5.56708  -0.53
C: 1.49988 1.12882 -4.12116  -0.09
C: 0.51143 0.19397 -4.35730  -0.12
N: -0.03928 -0.10414 -3.16361  -0.43
N: 0.55858 0.55511 -2.18380  0.53
C: 1.49464 1.30922 -2.71893  0.05
C: 2.32815 2.12794 -1.73557  0.52
O: 3.25573 2.79001 -2.17689  -0.76
O: 1.93822 1.98563 -0.52957  -0.41
H: 3.33445 0.14864 -5.21668  0.38
H: 0.15474 -0.23491 -5.27972  0.48
H: -0.76947 -0.75880 -2.92694  0.15

Table of Kohn-Sham gap (Ha), in record order: 0.2287, 0.2902, 0.2386, 0.2403